Record 1
# C23H19ClN6O4PbS2Se

C23H19ClN6O4PbS2Se as an isolated structure at a distorted geometry (ωB97M-V/def2-TZVPD, the OMol25 dataset).

```
! wB97M-V def2-TZVPD RIJCOSX def2/J DEFGRID3
* xyz 0 1
Pb 0.166 -0.566 1.284
N 2.755 -4.649 0.114
C 2.041 -3.503 0.271
S 1.698 -2.986 1.885
N 1.519 -3.113 -0.901
N 0.677 -2.076 -0.795
C -0.013 -1.799 -1.958
C 0.390 -2.384 -3.244
C -0.549 -2.870 -4.138
C -0.149 -3.473 -5.418
C 1.180 -3.482 -5.792
C 2.137 -2.952 -4.851
C 1.740 -2.452 -3.628
C -1.190 -0.934 -1.843
C -1.670 -0.274 -3.050
C -2.692 0.663 -2.905
C -3.247 0.838 -1.684
C -2.689 0.251 -0.529
N -1.620 -0.581 -0.601
H 3.308 -4.982 0.908
H 3.155 -4.858 -0.778
H -1.609 -2.694 -3.986
H -1.029 -3.705 -6.026
H 1.507 -3.734 -6.771
H 3.207 -3.016 -5.094
H 2.468 -2.188 -2.883
H -1.194 -0.567 -3.996
H -3.028 1.199 -3.778
H -4.188 1.374 -1.562
H -3.191 0.371 0.363
O 0.233 -0.085 3.763
S -1.119 -0.572 4.091
O -1.906 0.888 3.626
O -1.580 -1.606 3.173
O -1.400 -0.844 5.443
Cl 4.482 1.101 -2.098
C 3.934 1.437 -0.554
C 4.846 1.677 0.492
C 4.302 1.649 1.810
C 2.907 1.613 2.008
N 2.069 1.442 0.976
C 2.547 1.462 -0.300
H 5.890 1.661 0.225
H 4.995 1.760 2.658
H 2.487 1.583 3.050
H 1.867 1.246 -1.160
Se -3.718 1.135 3.921
C -3.443 2.988 4.033
C -3.745 3.757 2.915
C -3.276 5.099 2.954
N -2.655 5.658 3.977
C -2.410 4.898 5.110
C -2.803 3.575 5.193
H -4.406 3.462 2.050
H -3.398 5.690 2.034
H -1.913 5.465 5.922
H -2.675 3.000 6.075
*
```

The calculation puts the HOMO energy at -7.6688 eV. The energy above the lowest of the compared OMol25 structures with the same formula, charge and spin is 0.865 eV. The calculation puts the total energy at -5368.14830 a.u. The gap between HOMO and LUMO is 0.249 Eh. For the LUMO energy, the calculation gives -0.8932 eV.

Let us look at the Löwdin charges, expressed in e, one per atom: number 1, Pb, carries 1.40; number 2, N, carries 0.06; number 3, C, carries -0.88; number 4, S, carries 0.53; number 5, N, carries -0.04; number 6, N, carries -0.07; number 7, C, carries -0.17; number 8, C, carries -0.21; number 9, C, carries -0.03; number 10, C, carries -0.06; number 11, C, carries -0.08; number 12, C, carries -0.06; number 13, C, carries -0.05; number 14, C, carries -0.21; number 15, C, carries 0.02; number 16, C, carries -0.07; number 17, C, carries -0.07; number 18, C, carries -0.09; number 19, N, carries -0.03; number 20, H, carries 0.09; number 21, H, carries 0.09; number 22, H, carries 0.11; number 23, H, carries 0.10; number 24, H, carries 0.09; number 25, H, carries 0.10; number 26, H, carries 0.09; number 27, H, carries 0.11; number 28, H, carries 0.11; number 29, H, carries 0.11; number 30, H, carries 0.08; number 31, O, carries -0.49; number 32, S, carries 0.28; number 33, O, carries -0.69; number 34, O, carries -0.40; number 35, O, carries -0.27; number 36, Cl, carries 0.74; number 37, C, carries -0.72; number 38, C, carries -0.06; number 39, C, carries -0.03; number 40, C, carries -0.14; number 41, N, carries -0.06; number 42, C, carries -0.16; number 43, H, carries 0.10; number 44, H, carries 0.11; number 45, H, carries 0.13; number 46, H, carries 0.12; number 47, Se, carries 1.09; number 48, C, carries -0.54; number 49, C, carries -0.11; number 50, C, carries -0.17; number 51, N, carries 0.05; number 52, C, carries -0.12; number 53, C, carries -0.07; number 54, H, carries 0.12; number 55, H, carries 0.11; number 56, H, carries 0.11; number 57, H, carries 0.09

***

Record 2
# C14H45N4O6

C14H45N4O6 as an isolated structure at a distorted geometry (ωB97M-V/def2-TZVPD, the OMol25 dataset).

```
! wB97M-V def2-TZVPD RIJCOSX def2/J DEFGRID3
* xyz 1 1
N -0.171 0.348 0.049
H -0.237 -0.122 0.941
H -1.133 0.414 -0.251
H 0.388 -0.133 -0.641
H 0.103 1.281 0.322
C -0.737 0.141 -2.948
C 0.793 -0.099 -2.980
C 1.556 -1.157 -2.030
O 1.244 -0.767 -0.651
C 1.924 -1.635 0.267
N 1.160 -0.405 -4.351
H -1.051 0.703 -3.828
H -1.078 0.655 -2.050
H -1.215 -0.824 -3.116
H 1.332 0.838 -2.844
H 2.591 -1.293 -2.345
H 1.134 -2.139 -2.243
H 1.847 -2.711 0.107
H 1.693 -1.450 1.316
H 2.999 -1.456 0.254
H 1.250 -1.407 -4.448
H 2.096 -0.095 -4.572
C 1.948 1.698 1.158
C 0.603 2.448 1.075
C 0.890 3.981 1.313
O 1.649 4.557 0.264
C 1.022 5.219 -0.777
N -0.017 2.306 -0.228
H 1.956 0.677 0.777
H 2.466 1.758 2.116
H 2.688 2.229 0.559
H -0.058 2.054 1.847
H 1.202 4.281 2.313
H -0.086 4.463 1.261
H 0.665 4.584 -1.588
H 1.765 5.888 -1.210
H 0.099 5.722 -0.486
H 0.470 2.951 -0.834
H -0.877 2.835 -0.232
C -2.579 -0.511 2.149
C -1.091 -0.710 2.702
C -0.531 -2.036 2.322
O 0.804 -2.070 2.956
C 1.463 -3.211 2.490
N -0.265 0.401 2.241
H -3.187 -1.229 2.701
H -2.616 -0.565 1.061
H -2.945 0.438 2.540
H -1.030 -0.751 3.790
H -0.623 -2.149 1.242
H -1.205 -2.772 2.761
H 0.936 -4.140 2.706
H 2.533 -3.222 2.697
H 1.540 -3.070 1.411
H -0.582 1.231 2.721
H 0.624 0.272 2.703
O -2.064 0.949 -0.381
H -2.766 0.468 -0.818
H -2.506 1.680 0.051
C -1.113 -2.384 -0.300
C -1.598 -3.024 -1.629
O -2.988 -2.720 -1.872
O -1.631 -1.106 -0.149
H -0.031 -2.293 -0.211
H -1.569 -3.033 0.448
H -1.391 -4.094 -1.649
H -0.967 -2.611 -2.415
H -3.195 -3.095 -2.731
H -2.301 -0.981 -0.825
*
```

The calculation puts the HOMO energy at -10.7640 eV. The energy above the lowest of the compared OMol25 structures with the same formula, charge and spin is 20.123 eV. The calculation puts the total energy at -1229.85831 a.u. The gap between HOMO and LUMO is 0.304 Eh. For the LUMO energy, the calculation gives -2.4881 eV.

Let us look at the Löwdin charges, expressed in e, one per atom: number 1, N, carries 0.04; number 2, H, carries 0.01; number 3, H, carries -0.18; number 4, H, carries -0.14; number 5, H, carries -0.12; number 6, C, carries -0.01; number 7, C, carries -0.36; number 8, C, carries -0.06; number 9, O, carries -0.19; number 10, C, carries -0.07; number 11, N, carries 0.03; number 12, H, carries 0.09; number 13, H, carries 0.05; number 14, H, carries 0.07; number 15, H, carries 0.14; number 16, H, carries 0.13; number 17, H, carries 0.11; number 18, H, carries 0.10; number 19, H, carries 0.08; number 20, H, carries 0.13; number 21, H, carries 0.07; number 22, H, carries 0.08; number 23, C, carries 0.00; number 24, C, carries -0.33; number 25, C, carries -0.14; number 26, O, carries -0.17; number 27, C, carries -0.12; number 28, N, carries 0.07; number 29, H, carries 0.06; number 30, H, carries 0.10; number 31, H, carries 0.10; number 32, H, carries 0.10; number 33, H, carries 0.13; number 34, H, carries 0.11; number 35, H, carries 0.07; number 36, H, carries 0.10; number 37, H, carries 0.09; number 38, H, carries 0.10; number 39, H, carries 0.13; number 40, C, carries 0.01; number 41, C, carries -0.32; number 42, C, carries -0.17; number 43, O, carries -0.17; number 44, C, carries -0.13; number 45, N, carries -0.02; number 46, H, carries 0.09; number 47, H, carries 0.05; number 48, H, carries 0.08; number 49, H, carries 0.15; number 50, H, carries 0.04; number 51, H, carries 0.15; number 52, H, carries 0.11; number 53, H, carries 0.11; number 54, H, carries 0.02; number 55, H, carries 0.11; number 56, H, carries 0.11; number 57, O, carries 0.05; number 58, H, carries 0.12; number 59, H, carries 0.14; number 60, C, carries -0.20; number 61, C, carries -0.17; number 62, O, carries -0.04; number 63, O, carries -0.19; number 64, H, carries 0.10; number 65, H, carries 0.14; number 66, H, carries 0.13; number 67, H, carries 0.08; number 68, H, carries 0.10; number 69, H, carries 0.09